C24H50Cl12GaO3 as an isolated structure at a distorted geometry, computed with ωB97M-V with the def2-TZVPD basis set.

Output
HOMO-LUMO gap	0.2295	Ha
E_LUMO	1.737	eV
E_HOMO	-4.507	eV
spin multiplicity	1
electronic energy	-8617.29017	Ha
net charge	-1

```
90
C24H50Cl12GaO3 | the Open Molecules 2025 dataset | ωB97M-V with the def2-TZVPD basis set
C 4.36134 -1.11381 1.56230
C 3.23457 -1.02187 0.56986
O 2.06859 -0.95294 0.87422
O 3.65732 -1.02168 -0.72122
C 2.92952 -0.13429 -1.58891
C 2.91974 1.33077 -1.11464
C 1.48139 1.86494 -1.01563
C 1.33057 3.17894 -0.21339
C 0.32329 3.04522 0.95441
C -0.97512 3.82378 0.75416
C -1.72819 3.36652 -0.50960
C -2.34034 1.96252 -0.32240
Ga -4.04043 1.98130 0.84679
C -4.86919 0.09999 0.79733
C -5.58244 -0.17849 -0.52408
O -4.63715 -0.63103 -1.52225
H 5.31472 -1.20569 1.03826
H 4.25040 -1.98603 2.20421
H 4.40244 -0.19403 2.14672
H 1.90964 -0.48438 -1.76297
H 3.44423 -0.20772 -2.54994
H 3.47595 1.47255 -0.18471
H 3.42609 1.92741 -1.88179
H 0.83976 1.07789 -0.61589
H 1.14692 2.04495 -2.04406
H 2.30557 3.42556 0.22039
H 1.01929 3.97744 -0.88690
H 0.81046 3.34877 1.88730
H 0.06892 1.99149 1.08458
H -0.81426 4.90761 0.72235
H -1.63869 3.63291 1.60334
H -2.51323 4.09949 -0.72095
H -1.03687 3.35029 -1.36637
H -2.61443 1.56018 -1.30133
H -1.58693 1.33552 0.15794
H -5.11161 3.05108 0.27289
H -3.61887 2.34456 2.37161
H -4.07187 -0.64602 0.90164
H -5.55086 -0.01826 1.64555
H -6.04140 0.74212 -0.90347
H -6.34106 -0.96439 -0.46020
H -3.94837 0.04655 -1.54442
Cl -4.81768 -4.29151 -6.57669
C -4.26083 -3.52392 -5.05478
C -4.81983 -2.13947 -4.87495
Cl -4.15215 -0.99139 -6.07086
H -3.17502 -3.51441 -5.06829
H -4.59397 -4.16226 -4.23910
H -4.56418 -1.76201 -3.88566
H -5.90174 -2.13204 -4.97927
Cl 6.73126 2.72342 -1.04154
C 6.89840 1.56350 -2.38357
C 6.54350 0.15912 -1.96610
Cl 7.73361 -0.52125 -0.82223
H 7.91991 1.62336 -2.75041
H 6.22193 1.88952 -3.17222
H 6.53578 -0.49101 -2.83955
H 5.56879 0.11426 -1.48949
Cl -1.74518 -4.13417 -2.53526
C -1.16089 -3.41175 -1.00364
C -1.71160 -2.03275 -0.76537
Cl -1.06610 -0.82363 -1.90264
H -0.07403 -3.41074 -1.03796
H -1.48497 -4.07234 -0.20288
H -1.42368 -1.70270 0.23176
H -2.79718 -2.00523 -0.83933
Cl -3.07616 6.87545 3.06871
C -2.28699 8.26834 2.29300
C -2.65164 8.38562 0.83442
Cl -1.97517 7.04848 -0.12285
H -1.21294 8.15524 2.41916
H -2.61208 9.16271 2.82345
H -2.24882 9.31391 0.43050
H -3.73003 8.38089 0.69623
Cl 3.29235 -6.03045 4.33960
C 4.16244 -5.20895 3.01783
C 5.60678 -4.95029 3.36495
Cl 5.78265 -3.72774 4.65043
H 3.63315 -4.28564 2.79655
H 4.10841 -5.86073 2.14766
H 6.12932 -4.56788 2.48937
H 6.10065 -5.85876 3.69954
Cl -1.68041 -6.68761 1.89364
C -1.11574 -5.99942 3.43939
C -1.66602 -4.61731 3.67877
Cl -0.99683 -3.43021 2.53622
H -0.02897 -5.99287 3.42120
H -1.45121 -6.66949 4.22926
H -1.39775 -4.28559 4.68049
H -2.74855 -4.59797 3.58172
```


A single C11H18N4O3S molecule at a distorted geometry, computed with ωB97M-V with the def2-TZVPD basis set.

Output
structure (SMILES)	CSCC[C@H](N)C(=O)N[C@@H](Cc1c[nH]cn1)C(=O)O
HOMO-LUMO gap	0.3311	Ha
E_LUMO	0.536	eV
E_HOMO	-8.473	eV
spin multiplicity	1
electronic energy	-1272.80573	Ha

```
37
C11H18N4O3S | the Open Molecules 2025 dataset | ωB97M-V with the def2-TZVPD basis set
C 5.42509 -1.62610 1.24278
S 5.75343 -0.79391 -0.39118
C 4.35157 0.40534 -0.37148
C 2.98370 -0.13870 -0.44321
C 1.99940 0.94109 -0.77790
N 1.88298 1.99812 0.18881
C 0.63613 0.24723 -1.00030
O 0.50754 -0.79675 -1.60046
N -0.37316 0.90273 -0.30271
C -1.73923 0.67713 -0.34140
C -2.03581 -0.63506 0.39601
C -3.41988 -1.05846 0.17461
C -4.44880 -1.28457 1.10908
N -5.50139 -1.66725 0.30714
C -5.01959 -1.69671 -0.98114
N -3.79827 -1.30296 -1.10552
C -2.57287 1.84012 0.08806
O -2.16332 2.75985 0.78500
O -3.73657 1.91315 -0.58781
H 6.41582 -2.01457 1.64051
H 4.87336 -0.75590 2.04224
H 4.63739 -2.55582 1.08840
H 4.49190 1.02315 0.58054
H 4.30844 1.14136 -1.25033
H 2.93053 -1.03547 -1.17081
H 2.70830 -0.67886 0.52932
H 2.24567 1.35960 -1.74337
H 2.16292 3.14672 -0.18531
H 2.54299 1.83156 1.15591
H 0.10954 1.81866 0.02751
H -2.10908 0.34440 -1.30668
H -1.86178 -0.51520 1.47371
H -1.24782 -1.34350 0.08131
H -4.56719 -1.00394 2.16696
H -6.33970 -2.27149 0.60217
H -5.79917 -1.90760 -1.70560
H -4.23309 2.73264 -0.41485
```


A 2-piece molecular cluster, C9H14 overall at a distorted geometry, computed with ωB97M-V with the def2-TZVPD basis set.

Output
structure (SMILES)	Cc1ccccc1.CC
HOMO-LUMO gap	0.3641	Ha
E_LUMO	1.021	eV
E_HOMO	-8.887	eV
spin multiplicity	1
electronic energy	-351.30048	Ha

```
23
C9H14 | the Open Molecules 2025 dataset | ωB97M-V with the def2-TZVPD basis set
C 0.01461 -2.02153 -1.57633
C -0.97844 -1.39607 -0.62287
C -0.63083 -0.47465 0.33259
C -1.67424 0.25663 0.94352
C -2.98841 0.08935 0.58646
C -3.32337 -0.97220 -0.27383
C -2.34938 -1.74106 -0.82798
H -0.14951 -3.10552 -1.61015
H 1.04709 -1.80268 -1.33253
H -0.33239 -1.74217 -2.57441
H 0.33848 -0.08535 0.59654
H -1.48677 0.90085 1.79602
H -3.79929 0.70111 0.95788
H -4.36902 -1.24393 -0.33819
H -2.48761 -2.64981 -1.40022
C 3.36841 1.39906 0.92172
C 2.32594 2.41092 0.41248
H 3.18736 0.33263 0.80289
H 4.26173 1.57578 0.30359
H 3.74614 1.55229 1.93228
H 2.31281 3.23810 1.12130
H 1.33767 1.96351 0.39505
H 2.62899 2.81475 -0.54581
```


C49H45As2GeN3O8Ti as an isolated structure, computed with ωB97M-V with the def2-TZVPD basis set.

Output
HOMO-LUMO gap (alpha / beta)	0.2510 / 0.2160	Ha
E_LUMO (alpha / beta)	-3.308 / -4.269	eV
E_HOMO (alpha / beta)	-10.137 / -10.145	eV
⟨S²⟩	0.761
spin multiplicity	2
electronic energy	-10058.20617	Ha
net charge	+1

```
109
C49H45As2GeN3O8Ti | the Open Molecules 2025 dataset | ωB97M-V with the def2-TZVPD basis set
Ti 0.16999 0.19464 -0.11617
C 4.55995 0.55262 0.52943
C 3.23735 0.09046 0.56690
N 2.24167 0.75602 0.01612
C 2.47988 1.92617 -0.63765
C 3.77630 2.44996 -0.73158
C 4.82249 1.73223 -0.11420
C 3.98483 3.63779 -1.48271
C 2.92903 4.21624 -2.12118
C 1.61513 3.69872 -2.00472
C 1.35341 2.59949 -1.21712
N 0.11046 2.00628 -0.94087
C -1.12057 2.66459 -0.99694
C -1.40030 3.99287 -1.22842
C -2.73360 4.47224 -1.24226
C -3.79443 3.65368 -0.99496
C -3.54972 2.30054 -0.64361
C -4.56615 1.41762 -0.22141
C -4.25244 0.16048 0.22398
C -2.90554 -0.21084 0.26113
N -1.93544 0.58544 -0.16062
C -2.23039 1.83164 -0.62272
H 5.33716 -0.02615 1.00362
H 2.98490 -0.84201 1.05819
H 5.83010 2.12295 -0.16422
H 4.98196 4.04711 -1.55917
H 3.07810 5.09735 -2.72958
H 0.82438 4.18985 -2.54779
H -0.61135 4.70171 -1.41494
H -2.89349 5.51823 -1.46354
H -4.81122 4.01973 -1.01550
H -5.59297 1.75875 -0.23613
H -5.00325 -0.53181 0.56992
H -2.61190 -1.17894 0.64143
C 1.35204 -0.77921 3.32042
Ge 0.35461 0.68060 2.46383
C 1.32221 2.31969 2.93834
C 2.11511 2.32324 4.08386
C 2.90229 3.41471 4.41756
C 2.92153 4.53404 3.60025
C 2.14330 4.55199 2.45187
C 1.35996 3.45599 2.13129
C -1.49941 0.53272 3.10555
C -1.89541 -0.71118 3.52793
C -3.22914 -0.98829 3.89756
C -4.16716 -0.00088 3.86434
C -3.80871 1.31388 3.46819
C -4.76748 2.35433 3.44638
C -4.42215 3.61805 3.06098
C -3.09471 3.89237 2.67505
C -2.15777 2.89958 2.67745
C -2.47586 1.58055 3.07938
H 1.09956 -0.79606 4.38258
H 2.42556 -0.61720 3.23995
H 1.10353 -1.74797 2.89247
H 2.12497 1.46521 4.74572
H 3.49861 3.39200 5.31965
H 3.53366 5.38757 3.85817
H 2.14679 5.41987 1.80589
H 0.76759 3.50104 1.22073
H -1.18025 -1.52454 3.57368
H -3.49818 -1.98391 4.22701
H -5.18958 -0.19571 4.16142
H -5.78070 2.13018 3.75605
H -5.15967 4.40868 3.06358
H -2.81796 4.89391 2.37650
H -1.13962 3.13631 2.39240
C -2.54126 0.42837 -4.37463
O -1.49639 -0.21603 -3.63044
C -1.89434 -1.25819 -2.87124
O -3.03244 -1.66838 -2.83075
C -0.80131 -1.77780 -2.04787
C -1.06438 -2.82750 -1.09103
As -0.86223 -4.60221 -1.86145
C -1.42282 -4.37334 -3.72223
C 1.10493 -4.32226 -2.16651
C 1.77213 -3.16447 -2.16226
As 1.06429 -1.34465 -2.33932
C 1.27812 -1.15329 -4.27262
C 3.25797 -3.06957 -2.21875
O 3.81443 -2.01231 -2.42744
O 3.87778 -4.19903 -1.90160
C 5.31330 -4.19977 -1.99723
C 1.76880 -5.64354 -2.44485
O 1.88560 -6.00681 -3.58136
O 2.00055 -6.49220 -1.43433
C 1.99953 -6.07210 -0.07079
C -0.56931 -2.68022 0.18088
O 0.13440 -1.62429 0.51360
O -0.72999 -3.51050 1.22140
C -1.82656 -4.43543 1.23336
H -2.09377 1.32969 -4.78383
H -3.37490 0.67069 -3.71536
H -2.88871 -0.22719 -5.17307
H -2.51070 -4.37887 -3.76085
H -1.02495 -5.23582 -4.25732
H -1.03924 -3.46347 -4.17727
H 0.78228 -1.98469 -4.77138
H 2.34969 -1.18387 -4.46559
H 0.86166 -0.20808 -4.60667
H 5.63748 -5.09115 -1.46902
H 5.72060 -3.29752 -1.54539
H 5.60060 -4.25377 -3.04620
H 3.00632 -6.21370 0.32229
H 1.29745 -6.70670 0.46910
H 1.71883 -5.02766 0.04319
H -2.13637 -4.50404 2.27367
H -1.49774 -5.41063 0.87071
H -2.63120 -4.05499 0.60171
```


C31H44N7O3STi as an isolated structure at a distorted geometry, computed with ωB97M-V with the def2-TZVPD basis set.

Output
HOMO-LUMO gap (alpha / beta)	0.2719 / 0.2796	Ha
E_LUMO (alpha / beta)	-5.057 / -5.353	eV
E_HOMO (alpha / beta)	-12.455 / -12.962	eV
⟨S²⟩	0.755
spin multiplicity	2
electronic energy	-3064.01992	Ha
net charge	+2

```
87
C31H44N7O3STi | the Open Molecules 2025 dataset | ωB97M-V with the def2-TZVPD basis set
Ti -0.27890 0.87880 0.15859
C 0.42061 -0.60025 2.83666
N -0.53409 0.17864 2.04805
C -1.51985 0.75753 2.67191
C -2.36051 1.63134 1.95861
C -3.33137 2.53481 2.41032
C -3.64518 3.34145 1.32567
C -2.85611 2.89751 0.26497
N -2.09240 1.83966 0.61146
C 1.73927 0.10894 3.08598
C 1.82533 1.49761 3.10338
C 3.02615 2.11729 3.42396
C 4.14711 1.35831 3.71797
C 4.06704 -0.02766 3.69485
C 2.86801 -0.64853 3.38162
H 0.60816 -1.54599 2.32010
H -0.01288 -0.82832 3.81642
H -1.67579 0.60833 3.73992
H -3.71162 2.60337 3.41707
H -4.34569 4.15944 1.30650
H -2.80076 3.33684 -0.72186
H 0.94548 2.10663 2.91803
H 3.08212 3.19746 3.45813
H 5.08020 1.84725 3.96591
H 4.93436 -0.62838 3.93672
H 2.79923 -1.72989 3.38613
N -2.83075 1.10124 -2.27089
C -3.16261 -0.15769 -3.00312
C -2.08488 -0.35294 -4.07415
C -0.71521 -0.70403 -3.45977
N -0.17911 0.40094 -2.62067
C -0.86383 -1.96162 -2.60864
C -1.89157 -1.83381 -1.48063
N -1.34519 -0.99728 -0.36604
C -3.23852 -1.33111 -2.02485
H -3.04969 1.92039 -2.83465
H -1.77394 1.06348 -2.11441
H -3.29933 1.19672 -1.36613
H -4.13910 -0.03121 -3.47081
H -2.01836 0.54566 -4.69548
H -2.37822 -1.16936 -4.73360
H -0.02164 -0.92440 -4.27535
H 0.17558 1.15521 -3.20369
H 0.61059 0.04254 -2.09517
H 0.09632 -2.24105 -2.17121
H -1.17832 -2.77483 -3.26490
H -2.05887 -2.83760 -1.08155
H -0.53932 -1.53619 -0.02230
H -2.01977 -1.02296 0.39794
H -3.90565 -1.06597 -1.19801
H -3.70768 -2.16418 -2.54922
C 1.82954 7.16239 -0.16609
O 2.94637 6.28352 -0.06418
C 2.75293 4.97840 -0.16117
C 3.91755 4.17778 -0.11105
C 3.82964 2.82655 -0.22248
C 2.57847 2.16970 -0.33389
C 2.48281 0.75120 -0.32480
C 3.67257 -0.12786 -0.52169
O 1.34574 0.17667 -0.16126
C 1.40624 2.98916 -0.37830
O 0.20789 2.43414 -0.54742
C 1.51001 4.37316 -0.31252
H 2.22840 8.16631 -0.06585
H 1.10837 6.97652 0.63157
H 1.34677 7.06818 -1.14061
H 4.87171 4.66973 0.01849
H 4.73651 2.23918 -0.17953
H 4.25648 0.19304 -1.38412
H 3.33647 -1.15471 -0.65675
H 4.31413 -0.08712 0.35958
H 0.59658 4.94853 -0.36900
S 1.24134 -3.19669 0.04758
C 1.71733 -4.82141 0.09945
N 1.88390 -5.45064 1.26371
C 2.30859 -6.84332 1.39753
C 3.12000 -7.24218 0.17573
C 2.31937 -6.90955 -1.07204
N 1.93340 -5.50136 -1.02999
H 1.74474 -4.90747 2.09730
H 1.43142 -7.48816 1.49667
H 2.90603 -6.93966 2.30243
H 3.34785 -8.30546 0.21269
H 4.06246 -6.69167 0.16776
H 1.42379 -7.53522 -1.12197
H 2.90758 -7.08415 -1.97089
H 1.83459 -4.99716 -1.89225
```


A single C7H9BrO2 molecule at a distorted geometry, computed with ωB97M-V with the def2-TZVPD basis set.

Output
structure (SMILES)	C[C@H]1C=C(Br)C(=O)[C@]1(C)O
HOMO-LUMO gap	0.3302	Ha
E_LUMO	-0.478	eV
E_HOMO	-9.463	eV
spin multiplicity	1
electronic energy	-2996.56767	Ha

```
19
C7H9BrO2 | the Open Molecules 2025 dataset | ωB97M-V with the def2-TZVPD basis set
C -0.46183 1.51854 -1.42411
C -0.57082 0.12101 -0.79384
C 0.39061 -0.98539 -1.30267
C 0.59846 -1.89227 -0.33169
Br 1.62874 -3.50495 -0.50213
C -0.00302 -1.55097 0.90414
O -0.27751 -2.14661 1.93010
C -0.43060 0.11701 0.70628
C 0.85606 0.82244 1.16108
O -1.49983 0.44420 1.52776
H -1.42896 1.93879 -1.50201
H 0.12041 1.50559 -2.29923
H 0.11181 2.18345 -0.79916
H -1.55383 -0.35586 -1.05864
H 0.89531 -0.74031 -2.17388
H 0.63683 1.90405 1.01262
H 1.68038 0.43895 0.58897
H 0.88025 0.51782 2.18563
H -1.57245 -0.33549 2.17077
```


C25H34AsBrFINOPdSi as an isolated structure, computed with ωB97M-V with the def2-TZVPD basis set.

Output
HOMO-LUMO gap (alpha / beta)	0.2368 / 0.2367	Ha
E_LUMO (alpha / beta)	-3.785 / -3.786	eV
E_HOMO (alpha / beta)	-10.228 / -10.228	eV
spin multiplicity	1
electronic energy	-6727.57991	Ha
net charge	+1

```
67
C25H34AsBrFINOPdSi | the Open Molecules 2025 dataset | ωB97M-V with the def2-TZVPD basis set
Pd 0.22971 1.03843 -0.83831
C -1.66298 0.77760 -3.04541
Si -2.74628 0.78845 -1.51121
C -3.73418 2.36919 -1.47272
C -3.85061 -0.71908 -1.59776
N -1.65321 0.80084 -0.13382
C -1.93504 0.64009 1.21539
C -3.16562 0.12997 1.66577
C -3.45060 -0.03436 3.01251
C -2.51772 0.29574 3.98153
C -1.29236 0.80731 3.57981
C -1.03701 0.96780 2.23758
F 0.17513 1.49926 1.89268
H -2.30090 0.75048 -3.93599
H -1.01284 -0.09757 -3.08525
H -1.05793 1.68430 -3.12752
H -4.61254 2.30038 -2.12338
H -3.12387 3.20779 -1.81999
H -4.08389 2.58915 -0.45985
H -4.09341 -0.94461 -2.64121
H -4.79615 -0.56539 -1.07056
H -3.36475 -1.60109 -1.16925
H -3.90754 -0.13693 0.92408
H -4.41270 -0.43689 3.30547
H -2.74190 0.17346 5.03286
H -0.53455 1.09549 4.29786
Br 5.09926 3.56785 -3.06162
C 4.57485 3.40394 -1.25731
C 5.29730 4.08062 -0.28586
C 4.92387 3.98433 1.04590
C 3.82825 3.21754 1.41374
C 3.10439 2.53294 0.45014
C 3.48507 2.62936 -0.87958
I 2.37906 1.57806 -2.32873
H 6.14783 4.68142 -0.57877
H 5.49394 4.51614 1.79661
H 3.53008 3.15297 2.45221
H 2.24637 1.93921 0.73249
C 0.09240 4.47943 -1.58625
O -0.21635 3.31513 -0.80667
H 0.58855 5.23272 -0.97537
H -0.80779 4.90248 -2.03200
H 0.76447 4.17157 -2.38276
H -0.90081 3.51803 -0.16044
C 1.20786 -2.22178 -1.80682
As 0.73994 -1.24131 -0.20394
C 2.34482 -1.43235 0.85089
C -0.57091 -2.38968 0.70386
C -0.15094 -3.82692 0.68262
C 0.60966 -4.35926 1.72268
C 1.04436 -5.67634 1.67949
C 0.71555 -6.48107 0.59702
C -0.07148 -5.97048 -0.42710
C -0.49994 -4.65278 -0.38444
H 1.67227 -3.16958 -1.54474
H 1.89468 -1.62295 -2.39856
H 0.30876 -2.41063 -2.39127
H 2.50532 -2.49330 1.03144
H 2.23857 -0.90541 1.79651
H 3.19019 -1.01988 0.30335
H -1.52305 -2.22474 0.20215
H -0.65297 -1.99883 1.71742
H 0.83922 -3.74162 2.58496
H 1.63593 -6.07287 2.49502
H 1.05972 -7.50655 0.55831
H -0.35374 -6.60126 -1.26071
H -1.13081 -4.26392 -1.17719
```


A single C5H6O2 molecule, computed with ωB97M-V with the def2-TZVPD basis set.

Output
structure (SMILES)	C#C[C@@H](C)OC=O
HOMO-LUMO gap	0.4100	Ha
E_LUMO	0.839	eV
E_HOMO	-10.317	eV
spin multiplicity	1
electronic energy	-344.52469	Ha

```
13
C5H6O2 | the Open Molecules 2025 dataset | ωB97M-V with the def2-TZVPD basis set
C -0.49790 2.27678 -0.01122
C -0.41852 1.09923 0.22569
C -0.21595 -0.32759 0.51833
C -1.32361 -1.21367 -0.04435
O 1.02921 -0.84848 0.00956
C 2.04504 -0.05872 -0.39944
O 3.07956 -0.52498 -0.77624
H -0.55168 3.32249 -0.22289
H -0.18204 -0.44254 1.60904
H -1.42277 -1.07933 -1.12428
H -2.28099 -0.96167 0.41899
H -1.08994 -2.26108 0.16974
H 1.82959 1.01956 -0.37293
```